No. 1
{
  "formula": "C2H6ClFNP",
  "method": "ωB97M-V with the def2-TZVPD basis set",
  "spin_multiplicity": 1,
  "largest_force_ev_per_a": 4.20,
  "energy_ev": -28188.5248,
  "homo_energy_ev": [-8.146, -8.148],
  "orbital_gap_ev": [6.031, 6.034],
  "elements": ["C", "C", "N", "F", "P", "Cl", "H", "H", "H", "H", "H", "H"],
  "xyz": [[0.096, -0.335, 1.106], [-0.369, 0.507, -1.034], [-0.963, 0.178, 0.164], [-2.876, 1.555, -0.651], [-2.356, 0.768, 0.671], [1.825, 2.107, 0.263], [0.764, -1.000, 0.497], [0.555, 0.604, 1.292], [-0.232, -0.907, 1.889], [0.154, -0.342, -1.589], [-0.894, 1.249, -1.724], [0.463, 1.149, -0.676]],
  "atomic_forces_ev_per_a": [[0.26, -0.39, -3.15], [1.11, 0.95, -3.94], [-1.12, -0.94, 1.23], [0.34, -0.85, 1.31], [-0.39, 0.64, -0.91], [0.28, 0.50, 0.19], [-0.54, 0.86, 0.49], [1.34, 0.53, 0.86], [-1.33, -0.97, 2.16], [-1.03, 0.92, 0.89], [0.14, -1.58, 0.98], [0.94, 0.33, -0.09]]
}

No. 2
{
  "formula": "C2H6ClN2",
  "method": "ωB97M-V with the def2-TZVPD basis set",
  "spin_multiplicity": 1,
  "largest_force_ev_per_a": 4.89,
  "energy_ev": -17663.6705,
  "e_above_lowest_kcal_mol": 90.83,
  "homo_energy_ev": -16.328,
  "orbital_gap_ev": 11.786,
  "total_charge": 1,
  "elements": ["C", "C", "N", "N", "Cl", "H", "H", "H", "H", "H", "H"],
  "xyz": [[-1.610, 0.776, -1.433], [1.304, -0.983, 1.214], [0.277, -0.285, 0.512], [-0.493, 0.603, -1.696], [-3.074, 1.466, -1.301], [1.773, -0.382, 2.010], [0.878, -1.910, 1.488], [2.091, -1.418, 0.659], [-0.504, -1.071, 0.242], [-0.068, -0.040, 1.535], [0.241, 0.152, -0.662]],
  "atomic_forces_ev_per_a": [[-0.02, 1.58, -1.35], [3.05, -1.60, 0.34], [-4.28, -2.20, 0.92], [-0.83, -0.59, 0.40], [0.17, -0.60, 0.15], [-0.49, -0.40, -0.24], [-0.55, -0.81, 1.68], [1.16, 0.38, -1.38], [2.27, 2.14, 0.86], [-0.88, 1.53, -3.39], [0.40, 0.56, 2.01]]
}

No. 3
{
  "formula": "C2H6ClN2O",
  "method": "ωB97M-V with the def2-TZVPD basis set",
  "spin_multiplicity": 1,
  "largest_force_ev_per_a": 3.48,
  "energy_ev": -19708.3525,
  "e_above_lowest_kcal_mol": 147.28,
  "homo_energy_ev": [-12.245, -14.084],
  "orbital_gap_ev": [4.783, 8.735],
  "total_charge": 1,
  "elements": ["C", "C", "N", "N", "O", "Cl", "H", "H", "H", "H", "H", "H"],
  "xyz": [[0.513, -0.129, -0.073], [-2.431, 1.448, 0.073], [0.650, -0.982, -1.020], [1.427, 0.033, 0.870], [1.547, -2.048, -1.140], [-2.778, 2.795, 1.066], [-2.914, 0.465, 0.302], [-1.609, 1.651, -0.543], [0.128, -0.820, -1.874], [1.142, 0.238, 1.819], [2.485, -0.345, 0.742], [1.841, -2.304, -0.222]],
  "atomic_forces_ev_per_a": [[0.42, 0.41, 1.02], [-0.78, 0.25, 2.49], [-0.55, 0.02, -0.92], [2.74, -1.54, -0.09], [0.53, 0.22, 0.98], [0.07, -1.46, -0.80], [0.44, 1.18, -0.47], [0.73, -0.21, -1.35], [0.11, -0.66, 0.01], [0.16, 0.34, -0.21], [-3.26, 1.15, 0.41], [-0.62, 0.31, -1.06]]
}

No. 4
{
  "formula": "C2H6ClN3",
  "method": "ωB97M-V with the def2-TZVPD basis set",
  "spin_multiplicity": 1,
  "largest_force_ev_per_a": 4.63,
  "energy_ev": -19160.9127,
  "e_above_lowest_kcal_mol": 64.63,
  "homo_energy_ev": -9.286,
  "orbital_gap_ev": 9.637,
  "elements": ["N", "C", "N", "Cl", "H", "C", "N", "H", "H", "H", "H", "H"],
  "xyz": [[2.072, -1.315, -1.622], [2.759, -0.618, -0.930], [3.816, -0.250, -0.429], [3.860, 0.430, 1.185], [1.614, -1.286, -2.481], [-0.372, 0.069, 0.662], [-0.078, 0.357, -0.763], [-0.684, -0.948, 0.736], [0.630, 0.185, 1.257], [-1.039, 0.663, 1.166], [-0.926, 0.064, -1.217], [0.246, 1.379, -0.861]],
  "atomic_forces_ev_per_a": [[0.82, -0.65, 1.49], [-0.18, -1.34, -1.59], [0.97, 1.12, 1.77], [-0.30, -0.19, -0.82], [-0.95, 0.75, -0.91], [4.59, -0.53, -0.29], [0.32, 1.58, 1.47], [-0.15, -0.81, 0.13], [-1.68, -0.43, -0.92], [-1.94, 1.73, 0.87], [-0.10, 0.94, -0.95], [-1.41, -2.17, -0.25]]
}

No. 5
{
  "formula": "C2H6ClOP",
  "method": "ωB97M-V with the def2-TZVPD basis set",
  "spin_multiplicity": 1,
  "largest_force_ev_per_a": 0.74,
  "energy_ev": -26027.3692,
  "e_above_lowest_kcal_mol": 93.07,
  "homo_energy_ev": [-7.600, -9.640],
  "orbital_gap_ev": [4.243, 7.937],
  "elements": ["C", "C", "O", "P", "Cl", "H", "H", "H", "H", "H", "H"],
  "xyz": [[1.093, -1.210, -0.380], [-1.907, 1.206, 0.443], [-0.010, -0.464, 0.012], [-0.973, 0.396, -0.911], [3.804, 0.135, 0.090], [2.047, -0.658, -0.099], [1.133, -1.394, -1.454], [1.088, -2.146, 0.176], [-1.366, 2.092, 0.782], [-2.033, 0.521, 1.280], [-2.876, 1.522, 0.061]],
  "atomic_forces_ev_per_a": [[0.39, -0.58, -0.24], [0.20, -0.08, -0.41], [-0.29, 0.06, 0.38], [-0.09, 0.30, 0.25], [-0.21, 0.00, -0.04], [0.09, 0.16, 0.05], [-0.09, 0.08, -0.06], [0.04, 0.09, 0.03], [0.02, -0.01, 0.03], [-0.01, -0.03, 0.01], [-0.06, 0.02, 0.00]]
}

No. 6
{
  "formula": "C2H6F3IN3",
  "method": "ωB97M-V with the def2-TZVPD basis set",
  "spin_multiplicity": 1,
  "largest_force_ev_per_a": 4.20,
  "energy_ev": -22885.8515,
  "e_above_lowest_kcal_mol": 0.00,
  "homo_energy_ev": -13.073,
  "orbital_gap_ev": 9.254,
  "total_charge": 1,
  "elements": ["N", "C", "N", "N", "I", "C", "F", "F", "F", "H", "H", "H", "H", "H", "H"],
  "xyz": [[0.727, 0.196, 0.705], [-0.267, 0.214, -0.563], [-1.179, -0.848, -0.488], [-0.708, -2.200, -0.884], [-0.900, -2.855, -2.711], [-1.263, -2.999, 0.166], [-2.642, -2.807, 0.252], [-0.748, -2.606, 1.299], [-0.946, -4.247, -0.016], [1.304, 1.045, 0.679], [1.152, -0.774, 0.713], [0.197, 0.288, 1.723], [-0.800, 1.109, -0.544], [0.482, 0.203, -1.504], [-2.032, -0.561, -0.874]],
  "atomic_forces_ev_per_a": [[-2.83, -0.54, 2.25], [3.17, -1.89, -1.34], [2.03, -1.08, -0.35], [-0.35, 2.93, 2.99], [-0.33, -0.38, -2.09], [-1.31, 0.61, -0.87], [1.57, -0.86, -0.07], [0.36, 0.38, 1.53], [-0.48, -0.92, -0.16], [0.66, -0.84, -0.21], [0.17, 1.66, -0.01], [1.19, -0.48, -3.34], [-0.70, 1.59, 0.16], [-1.49, -0.02, 2.17], [-1.67, -0.14, -0.66]]
}

No. 7
{
  "formula": "C2H6I2N2OP",
  "method": "ωB97M-V with the def2-TZVPD basis set",
  "spin_multiplicity": 1,
  "largest_force_ev_per_a": 2.84,
  "energy_ev": -32678.6895,
  "e_above_lowest_kcal_mol": 60.68,
  "homo_energy_ev": -12.145,
  "orbital_gap_ev": 7.635,
  "total_charge": 1,
  "elements": ["C", "C", "N", "N", "O", "P", "I", "I", "H", "H", "H", "H", "H", "H"],
  "xyz": [[1.119, -3.072, -1.594], [0.635, 0.748, -1.997], [-0.163, 0.186, -1.204], [-0.459, -2.257, 2.507], [1.385, -3.329, -2.654], [1.239, 2.474, -1.785], [0.504, -2.814, 0.244], [-0.618, 1.089, 0.480], [1.031, 0.188, -2.784], [-0.515, -1.364, 2.039], [0.436, -2.298, 3.006], [-1.198, -2.853, 2.902], [1.588, 2.823, -3.255], [0.049, 3.242, -2.018]],
  "atomic_forces_ev_per_a": [[0.69, -0.67, -2.12], [-0.53, 2.30, 0.68], [0.44, -1.93, -0.83], [1.99, -1.26, -0.39], [0.02, 0.25, 0.10], [0.72, 1.43, -2.35], [-0.82, 0.08, 1.75], [-0.78, 0.80, 1.45], [0.36, -1.01, -1.48], [-1.39, 0.42, 0.84], [-0.84, -0.03, 0.29], [0.26, 1.22, -0.39], [-0.17, -0.93, 1.95], [0.03, -0.67, 0.49]]
}

No. 8
{
  "formula": "C2H6I2N3",
  "method": "ωB97M-V with the def2-TZVPD basis set",
  "spin_multiplicity": 1,
  "largest_force_ev_per_a": 3.18,
  "energy_ev": -22833.0928,
  "e_above_lowest_kcal_mol": 62.98,
  "homo_energy_ev": -13.644,
  "orbital_gap_ev": 9.072,
  "total_charge": 1,
  "elements": ["C", "C", "N", "N", "N", "I", "I", "H", "H", "H", "H", "H", "H"],
  "xyz": [[-0.619, 0.462, -0.930], [1.265, -0.836, 0.543], [-1.264, 2.116, 0.520], [-1.225, 0.890, 0.336], [-0.138, -0.851, -0.372], [2.876, 0.453, -0.274], [1.854, -2.773, 0.846], [-1.432, 0.309, -1.694], [0.115, 1.157, -1.201], [0.966, -0.350, 1.577], [-1.602, 2.159, 1.448], [-0.843, -1.213, 0.275], [0.047, -1.522, -1.075]],
  "atomic_forces_ev_per_a": [[-2.49, -1.23, 1.55], [-1.38, 2.59, 0.96], [0.75, -1.56, -1.36], [-0.50, 1.72, 0.15], [2.65, 0.66, 0.54], [-1.22, -0.75, 0.28], [0.12, -0.88, 0.06], [1.01, -0.06, 0.62], [1.43, 0.48, -0.78], [0.42, -0.96, -2.40], [-0.90, 0.88, 1.57], [-0.13, 0.13, -0.12], [0.23, -1.03, -1.08]]
}